1.
A 2-piece molecular cluster, C2H5NOS overall in a non-equilibrium geometry, computed with ωB97M-V with the def2-TZVPD basis set.

* spin multiplicity: 1
* Kohn-Sham gap: 9.320 eV
* HOMO level: -10.098 eV
* lowest unoccupied orbital energy: -0.777 eV

Atoms and positions in Å:
C (-0.8118, -0.3305, 0.3921)
C (-0.8162, -0.3554, 1.7160)
N (0.8875, -0.1066, -2.3648)
O (1.7782, 1.4128, -0.4970)
S (1.2498, 0.0908, -0.8655)
H (-1.1677, 0.4244, -0.2077)
H (-0.5706, -1.1783, -0.1488)
H (-0.4375, -1.1689, 2.4194)
H (-1.1613, 0.3980, 2.4636)
H (1.0497, 0.8136, -2.9074)

Forces on the atoms, in the same order (eV/Å):
-0.906 -0.880 2.601
0.224 -0.282 2.996
0.574 1.818 1.108
-0.599 -1.088 -0.069
1.958 1.333 -2.685
-1.036 1.974 -0.868
0.323 -1.788 -0.676
-0.350 0.397 -1.848
0.143 0.185 -1.511
-0.332 -1.668 0.951



2.
A 2-piece molecular cluster, C2H5NOS overall in a non-equilibrium geometry, computed with ωB97M-V with the def2-TZVPD basis set.

* spin multiplicity: 1
* Kohn-Sham gap (alpha / beta): 7.193 / 9.861 eV
* HOMO level (alpha / beta): -9.040 / -10.544 eV
* lowest unoccupied orbital energy (alpha / beta): -1.847 / -0.683 eV

Atoms and positions in Å:
C (-1.3786, -0.4339, 0.3645)
C (-0.7054, 0.5962, -0.4531)
N (1.6631, 0.9137, 0.6838)
O (3.5804, -0.4230, -0.0305)
S (2.1968, -0.0842, -0.3272)
H (-2.4785, -0.2776, 0.3537)
H (-1.0224, -1.3865, -0.2660)
H (-0.9025, -0.6070, 1.3083)
H (-0.7712, 1.6160, -0.3536)
H (-0.1817, 0.0864, -1.2798)

Forces on the atoms, in the same order (eV/Å):
0.734 -2.044 -2.675
2.266 -2.635 0.014
-1.741 -0.315 -0.947
0.158 -0.360 -0.490
0.573 0.399 0.957
0.665 -0.412 0.420
-1.695 1.404 1.718
-0.263 0.344 0.932
-0.333 2.162 0.028
-0.365 1.457 0.043



3.
C2H5NOS as an isolated structure in a non-equilibrium geometry, computed with ωB97M-V with the def2-TZVPD basis set.

* spin multiplicity: 1
* Kohn-Sham gap: 9.935 eV
* HOMO level: -9.122 eV
* lowest unoccupied orbital energy: 0.814 eV

Atoms and positions in Å:
C (0.1915, -0.3103, 0.9847)
C (0.0835, 0.9947, -0.4150)
N (-0.5609, -1.4988, 0.7991)
O (-0.9887, -0.5126, 1.6426)
S (1.1901, 0.5258, -1.7204)
H (1.2294, -0.2727, 1.3900)
H (0.3031, 1.9717, 0.0455)
H (-0.9176, 0.9953, -0.6229)
H (-1.1047, -1.3244, -0.0941)
H (0.5742, -0.5687, -2.0095)

Forces on the atoms, in the same order (eV/Å):
0.743 3.277 -3.369
2.228 -2.313 4.184
0.471 -2.063 -3.587
-0.776 2.652 2.991
0.757 1.489 0.254
-1.169 -0.377 0.270
0.402 -0.533 -0.310
-2.572 -0.200 -0.926
0.602 -0.614 0.901
-0.685 -1.318 -0.408



4.
An isolated molecule of C2H5NOS in a non-equilibrium geometry, computed with ωB97M-V with the def2-TZVPD basis set.

* spin multiplicity: 1
* Kohn-Sham gap: 8.560 eV
* HOMO level: -8.070 eV
* lowest unoccupied orbital energy: 0.490 eV

Atoms and positions in Å:
C (-0.8528, 0.1248, -0.0619)
C (1.4782, -0.0341, -0.0976)
N (0.2563, -0.1474, 0.6688)
O (-3.3676, 0.5032, -0.4852)
S (-2.3612, -0.1400, 0.4295)
H (-0.5677, 0.6250, -0.9933)
H (2.2712, -0.8011, 0.3106)
H (1.1146, -0.1914, -1.0714)
H (1.9694, 0.9646, -0.0376)
H (0.0596, -0.9037, 1.3382)

Forces on the atoms, in the same order (eV/Å):
0.831 0.884 -0.424
2.256 -1.030 2.233
-0.890 -0.705 1.087
0.437 -0.512 0.353
-1.450 0.423 -0.385
-1.002 0.110 0.131
-1.593 1.320 -1.246
0.927 -0.565 -1.673
-0.575 -0.543 0.187
1.059 0.620 -0.263



5.
C2H5NOS2 as an isolated structure in a non-equilibrium geometry, computed with ωB97M-V with the def2-TZVPD basis set.

* spin multiplicity: 1
* Kohn-Sham gap: 9.466 eV
* HOMO level: -9.443 eV
* lowest unoccupied orbital energy: 0.023 eV

Atoms and positions in Å:
C (-0.2709, 0.3178, 1.0117)
C (-0.2105, -1.0474, 0.5943)
H (0.8122, 1.7373, -0.6540)
H (-0.2672, 0.6061, 2.1573)
H (-1.1031, 0.7375, 0.6325)
H (0.0268, -2.1183, -1.0136)
H (-2.0817, 0.2076, -1.6982)
N (-0.8011, -1.2027, -0.6024)
O (0.3476, -1.9541, 1.1285)
S (1.1846, 1.4182, 0.6430)
S (-0.6641, 0.2855, -1.5100)

Forces on the atoms, in the same order (eV/Å):
2.833 3.123 5.959
1.064 -0.349 1.079
0.567 -0.058 1.209
-0.251 -1.645 -1.917
-2.635 1.797 -0.804
-3.756 3.242 0.985
1.875 0.622 -0.309
3.613 -3.443 -4.022
0.766 -1.313 1.296
-0.477 -0.307 -0.991
-3.599 -1.668 -2.485



6.
An isolated molecule of C2H5NS in a non-equilibrium geometry, computed with ωB97M-V with the def2-TZVPD basis set.

* structure (SMILES): [H]/N=C/SC
* spin multiplicity: 1
* Kohn-Sham gap: 9.943 eV
* HOMO level: -9.033 eV
* lowest unoccupied orbital energy: 0.909 eV

Atoms and positions in Å:
C (1.4819, -0.1074, 0.1081)
C (-1.0021, 0.7583, -0.0773)
N (2.6859, -0.2547, -0.1352)
S (0.6790, 1.3858, 0.0419)
H (0.7247, -0.8636, 0.4639)
H (-1.7177, 1.4912, 0.0922)
H (-1.0644, -0.1822, 0.5955)
H (-1.3622, 0.4015, -1.1581)
H (3.0141, -1.2807, 0.0829)

Forces on the atoms, in the same order (eV/Å):
-2.024 -1.542 0.865
0.109 -3.688 -2.022
2.582 -2.717 0.281
-0.821 1.736 -0.514
1.078 0.005 -0.319
-1.052 1.387 1.177
-0.378 1.795 -0.876
1.376 0.543 1.996
-0.870 2.480 -0.588



7.
A 2-piece molecular cluster, C2H5NS overall in a non-equilibrium geometry, computed with ωB97M-V with the def2-TZVPD basis set.

* spin multiplicity: 1
* Kohn-Sham gap (alpha / beta): 7.112 / 9.096 eV
* HOMO level (alpha / beta): -8.078 / -8.703 eV
* lowest unoccupied orbital energy (alpha / beta): -0.966 / 0.392 eV

Atoms and positions in Å:
C (1.0800, 1.8661, 0.1348)
C (0.6856, 0.9232, -0.6225)
N (-0.8780, -1.9494, 0.0288)
S (-2.0070, -0.8566, 0.6284)
H (1.9962, 1.6960, 0.8200)
H (0.6342, 2.8491, 0.3914)
H (-0.0260, 0.3921, -1.2151)
H (-0.7069, -2.6225, 0.7662)
H (-0.7782, -2.2980, -0.9321)

Forces on the atoms, in the same order (eV/Å):
1.730 1.178 2.519
-0.331 -1.079 -0.489
-0.789 0.013 1.054
0.606 -0.457 -1.086
-1.080 0.201 -1.213
-0.153 -0.543 -0.570
-0.104 0.313 -0.259
0.542 -0.195 -0.601
-0.421 0.569 0.645



8.
An isolated molecule of C2H5NS2 in a non-equilibrium geometry, computed with ωB97M-V with the def2-TZVPD basis set.

* structure (SMILES): NC(=S)CS
* spin multiplicity: 1
* Kohn-Sham gap: 8.995 eV
* HOMO level: -8.611 eV
* lowest unoccupied orbital energy: 0.384 eV

Atoms and positions in Å:
C (-0.6839, -0.0016, -0.0976)
C (0.6789, 0.6272, 0.0345)
H (-1.6714, -1.6582, 0.3507)
H (-0.1178, -1.4614, 1.1173)
H (0.9639, 0.8950, -0.9815)
H (0.6065, 1.6221, 0.4468)
H (1.8516, 0.0729, 2.0030)
N (-0.9667, -1.0378, 0.7648)
S (-1.7910, 0.5201, -1.2353)
S (2.1137, -0.2676, 0.7408)

Forces on the atoms, in the same order (eV/Å):
-1.052 -0.731 0.106
0.439 0.470 -0.932
0.341 0.277 0.736
-0.152 -0.342 0.225
0.142 -0.317 -0.157
-0.185 0.156 0.655
0.091 -0.035 0.228
0.247 0.580 -1.574
0.897 -0.191 0.818
-0.768 0.133 -0.106